Density functional theory data (ωB97M-V/def2-TZVPD) for a single C8H10Cl2N4 molecule at a distorted geometry.

The SMILES is CC(C)N[C@]1(C#N)N=C(Cl)CN=C1Cl. Its charge is 0. As for the total energy: -1450.1371 a.u. The HOMO-LUMO gap is 9.644 eV. Its energy above the lowest of the compared OMol25 structures with the same formula, charge and spin is 1.492 eV.

Last column: Löwdin charge in e.
Positions of all 24 atoms, in Å:
C 1.1282 -0.9920 -0.5762  -0.182
C 1.8355 -0.1947 2.0023  -0.746
C 1.9080 1.3621 -0.0839  -0.738
C 3.1010 -0.0503 1.2199  -0.240
C 0.5942 0.1077 0.1487  -0.440
C -2.6484 0.5528 -1.6352  -0.062
C -2.1747 -1.0886 0.0998  -0.081
C -1.6234 -0.2332 -0.9591  -0.472
N 1.7655 -1.7712 -1.1230  0.220
N 3.0444 1.1001 0.3793  0.023
N 0.6702 -0.1036 1.5626  0.110
N -0.5630 0.6918 -0.4088  0.026
Cl 2.0163 -0.3437 3.7050  0.712
Cl 1.5547 2.6983 -0.9062  0.833
H 4.0803 0.1386 1.8988  0.160
H 3.3425 -0.8066 0.4918  0.101
H -3.0275 1.2006 -0.8449  0.103
H -2.2776 1.0706 -2.4851  0.087
H -3.3120 -0.0746 -2.0034  0.035
H -1.4844 -1.5549 0.7729  0.067
H -3.0536 -1.7045 -0.3480  0.126
H -2.7624 -0.5266 0.7938  0.069
H -1.1290 -0.9595 -1.7438  0.171
H -0.9849 1.4811 0.0427  0.117


Density functional theory data (ωB97M-V/def2-TZVPD) for a single C3H4N2O2S molecule at a distorted geometry.

The SMILES is O=[N+]([O-])[C@@H]1CN1C=S. Its charge is 0. As for the total energy: -774.6960 a.u. The HOMO-LUMO gap is 8.509 eV. Its energy above the lowest of the compared OMol25 structures with the same formula, charge and spin is 6.279 eV.

Last column: Löwdin charge in e.
Positions of all 12 atoms, in Å:
C -1.2882 1.3250 -0.3322  -0.745
C 0.9740 0.5839 0.4691  0.003
C 0.5045 -0.5628 -0.4544  -0.137
N -0.1249 0.6854 -0.4767  -0.096
N 0.0140 -1.7462 0.2182  -0.361
O -0.8202 -1.7182 1.0908  0.108
O 0.4904 -2.7681 -0.2372  0.092
S -2.4654 1.2976 -1.4327  0.657
H -1.2813 2.0761 0.6176  0.132
H 0.7928 0.7344 1.4685  0.088
H 2.0202 0.9407 0.2141  0.135
H 1.1841 -0.8477 -1.1450  0.124


Density functional theory data (ωB97M-V/def2-TZVPD) for a 10-piece molecular cluster, C6H34N2O9 overall at a distorted geometry.

The SMILES is CCC[C@H](N)CNC.O.O.O.O.O.O.O.O.O. Its charge is 0. As for the total energy: -1035.5327 a.u. The HOMO-LUMO gap is 8.264 eV. Its energy above the lowest of the compared OMol25 structures with the same formula, charge and spin is 5.640 eV.

Last column: Löwdin charge in e.
Positions of all 51 atoms, in Å:
N -0.0893 0.7505 -1.1615  0.034
C -1.2377 -0.0179 -1.6757  -0.343
C -1.0097 -1.2997 -2.4737  -0.198
C -0.7397 -2.6750 -1.8733  -0.226
C 0.7099 -2.7549 -1.2542  -0.095
C -2.0475 -0.4479 -0.3141  -0.152
N -2.7960 0.8565 0.0724  -0.144
C -3.0628 0.9193 1.4907  -0.180
H -0.0812 0.9004 -0.1279  0.052
H 0.7972 0.3203 -1.3352  0.039
H -1.7773 0.6159 -2.3354  0.099
H -1.8450 -1.4827 -3.1646  0.110
H -0.0150 -1.0795 -3.0095  0.133
H -0.9801 -3.4373 -2.6439  0.113
H -1.3371 -2.8331 -0.9077  0.085
H 0.7024 -2.4058 -0.2277  0.014
H 1.4217 -2.0066 -1.6116  0.071
H 0.9795 -3.7850 -1.2324  0.066
H -2.6453 -1.3057 -0.6534  0.105
H -1.3899 -0.5834 0.5758  0.077
H -3.6992 0.7003 -0.5041  0.139
H -3.9666 1.5708 1.7298  0.084
H -3.3056 -0.1393 1.9981  0.114
H -2.3550 1.4318 2.1521  0.053
H 2.5154 2.1793 2.6640  0.039
H 3.6206 1.1391 2.5447  0.029
O 2.7222 1.2713 2.3069  -0.062
H 2.6854 -2.1324 0.4602  -0.054
H 4.1692 -2.2952 -0.0406  0.059
O 3.4444 -1.6787 0.1416  -0.050
H 1.5397 3.8666 1.6174  0.062
H 0.3216 3.1067 2.2671  0.056
O 1.1910 3.4996 2.4394  -0.042
H -0.6887 -2.8451 1.9504  0.054
H -1.0129 -2.5009 0.7022  -0.031
O -1.5311 -2.5578 1.5174  -0.076
H 0.9477 0.4216 1.8080  0.020
H 1.6970 -0.1707 0.6666  0.010
O 0.8769 -0.2397 1.1312  -0.057
H 4.0721 2.0681 -0.9181  0.013
H 4.7532 1.1470 -2.0118  0.053
O 3.9096 1.4047 -1.5772  -0.064
H -3.6392 3.3136 -1.5910  0.021
H -2.3089 2.8154 -1.1704  0.025
O -2.9267 3.5441 -1.0392  -0.049
H 2.0865 -2.9768 2.2231  0.060
H 1.6236 -4.3537 1.7836  0.051
O 2.2436 -3.6627 1.5580  -0.045
H -1.5835 4.7795 -0.6020  -0.011
H -0.3213 4.1878 0.1338  -0.001
O -0.6381 4.8573 -0.4784  -0.062


Density functional theory data (ωB97M-V/def2-TZVPD) for a single C20H20ClN3O5S molecule at a distorted geometry.

The SMILES is Cc1cc(NS(=O)(=O)c2ccc(NC(=O)CCCOc3ccc(Cl)cc3)cc2)no1. Its charge is 0. As for the total energy: -2172.9502 a.u. The HOMO-LUMO gap is 8.754 eV. Its energy above the lowest of the compared OMol25 structures with the same formula, charge and spin is 0.897 eV.

Last column: Löwdin charge in e.
Positions of all 50 atoms, in Å:
C 6.4220 2.2096 1.6309  0.000
C 5.9215 1.3524 0.5288  -0.313
C 4.8058 0.5781 0.4031  0.044
C 4.9338 0.0160 -0.8967  -0.380
N 6.0307 0.4392 -1.4794  0.102
O 6.6464 1.2746 -0.5979  0.000
N 4.0445 -0.8176 -1.5173  -0.024
S 2.9776 -1.7984 -0.6497  0.620
O 3.5755 -2.2005 0.5862  -0.284
O 2.5667 -2.7883 -1.5954  -0.303
C 1.6375 -0.6689 -0.3392  -0.332
C 0.8906 -0.2190 -1.4094  -0.046
C -0.2434 0.5394 -1.1890  0.009
C -0.6379 0.8207 0.1182  -0.212
C 0.1599 0.4071 1.1881  -0.014
C 1.2967 -0.3397 0.9586  -0.099
H 1.8998 -0.7135 1.7710  0.113
H -0.1338 0.6450 2.2003  0.120
N -1.8415 1.4505 0.4217  0.140
C -2.8578 1.8008 -0.4302  -0.466
O -2.7586 1.8242 -1.6319  0.094
C -4.1385 2.1922 0.2922  -0.095
C -5.3414 1.4777 -0.3297  -0.150
C -5.3717 -0.0281 -0.0445  -0.175
H -6.3579 -0.4168 -0.3246  0.131
H -5.2214 -0.2218 1.0205  0.111
O -4.4438 -0.7229 -0.8540  -0.034
C -3.3271 -1.3212 -0.3692  -0.272
C -2.9585 -1.4486 0.9663  -0.027
C -1.7855 -2.1023 1.3099  -0.107
C -0.9689 -2.6362 0.3295  -0.636
C -1.3276 -2.5230 -1.0068  -0.092
C -2.4935 -1.8737 -1.3475  0.006
H -2.7904 -1.7708 -2.3785  0.128
H -0.6878 -2.9388 -1.7687  0.117
Cl 0.5306 -3.4057 0.7501  0.769
H -1.5097 -2.2007 2.3475  0.111
H -3.5718 -1.0532 1.7622  0.105
H -5.3072 1.6185 -1.4108  0.121
H -6.2626 1.9177 0.0543  0.117
H -4.0790 1.9786 1.3609  0.112
H -4.2694 3.2690 0.1618  0.127
H -2.0309 1.5146 1.4126  0.139
H -0.8482 0.8786 -2.0124  0.109
H 1.1898 -0.4926 -2.4080  0.125
H 4.3500 -1.1823 -2.4056  0.131
H 4.0275 0.4035 1.1118  0.096
H 7.4164 1.8850 1.9319  0.089
H 6.4940 3.2438 1.2980  0.089
H 5.7487 2.1480 2.4798  0.085